# 1
Molecular formula: C30H32NOS4Ti
Method: DFT, ωB97M-V with the def2-TZVPD basis set

Computed properties:
* ΔE to the lowest compared entry with this formula, charge and spin: 15.82 kJ/mol
* molecular weight: 598.7 g/mol
* total charge: +1
* orbital gap: 7.78 eV

```
69
C30H32NOS4Ti ωB97M-V with the def2-TZVPD basis set
Ti 1.621 1.407 -0.298
C 3.986 -0.916 1.612
C 3.383 0.428 1.296
S 3.882 1.184 -0.200
C 2.391 0.943 2.098
C 1.930 0.185 3.315
S 1.573 2.441 1.723
H 4.712 -1.201 0.856
H 3.221 -1.695 1.668
H 4.495 -0.891 2.578
H 2.781 -0.173 3.896
H 1.329 -0.687 3.044
H 1.324 0.821 3.956
O -0.444 0.970 -0.447
S -1.673 1.834 -0.736
C -2.254 1.242 -2.346
C -2.593 -0.214 -2.415
C -3.924 -0.618 -2.475
C -4.250 -1.966 -2.529
C -3.242 -2.920 -2.522
C -1.913 -2.523 -2.475
C -1.586 -1.176 -2.424
C -2.975 1.212 0.394
C -2.532 0.088 1.282
C -1.851 0.360 2.465
C -1.503 -0.672 3.323
C -1.829 -1.984 3.001
C -2.504 -2.258 1.820
C -2.847 -1.227 0.957
H -1.437 1.524 -3.013
H -3.109 1.883 -2.577
H -4.712 0.126 -2.501
H -5.286 -2.269 -2.584
H -3.492 -3.972 -2.572
H -1.124 -3.263 -2.496
H -0.549 -0.869 -2.403
H -3.813 0.909 -0.232
H -3.268 2.084 0.978
H -1.603 1.383 2.724
H -0.995 -0.452 4.252
H -1.578 -2.786 3.683
H -2.779 -3.276 1.574
H -3.381 -1.445 0.041
S 1.645 2.546 -2.285
C 1.654 3.988 -1.218
C 0.474 4.634 -0.851
C 0.517 5.740 -0.016
C 1.736 6.220 0.442
C 2.917 5.608 0.042
C 2.879 4.499 -0.785
H -0.473 4.281 -1.231
H -0.402 6.235 0.269
H 1.766 7.082 1.095
H 3.870 5.994 0.379
H 3.796 4.015 -1.090
C 1.148 -5.024 -0.891
C 1.251 -3.534 -0.771
C 1.995 -2.778 -1.670
C 2.082 -1.409 -1.506
N 1.464 -0.765 -0.511
C 0.725 -1.479 0.350
C 0.605 -2.848 0.255
H 1.513 -5.372 -1.855
H 0.117 -5.355 -0.764
H 1.743 -5.503 -0.111
H 2.513 -3.247 -2.495
H 2.676 -0.802 -2.177
H 0.208 -0.923 1.124
H -0.001 -3.374 0.980
```

=====

# 2
Molecular formula: BrH2P
Method: DFT, ωB97M-V with the def2-TZVPD basis set

Computed properties:
* ΔE to the lowest compared entry with this formula, charge and spin: 42.55 kJ/mol
* molecular weight: 112.9 g/mol
* orbital gap: 9.15 eV

```
4
BrH2P ωB97M-V with the def2-TZVPD basis set
P 0.269 -0.008 0.440
Br -1.945 -0.054 -0.090
H 0.773 1.214 -0.171
H 0.903 -1.152 -0.179
```

=====

# 3
Molecular formula: C9H12N16O3RuSbSe4
Method: DFT, ωB97M-V with the def2-TZVPD basis set

Computed properties:
* ΔE to the lowest compared entry with this formula, charge and spin: 167.62 kJ/mol
* molecular weight: 931.0 g/mol
* total charge: -2
* orbital gap (alpha / beta): 5.25 / 4.85 eV
* multiplicity: 2
* expectation value of S²: 0.760

```
46
C9H12N16O3RuSbSe4 ωB97M-V with the def2-TZVPD basis set
Ru 0.863 0.229 0.371
N -2.407 -1.818 1.043
N -1.540 -2.288 2.034
C -0.235 -2.315 1.907
N 0.488 -2.810 2.911
N 0.385 -1.714 0.840
N 1.400 -2.320 0.232
O 1.656 -3.498 0.298
O 2.014 -1.500 -0.516
H -2.909 -1.038 1.463
H -3.083 -2.554 0.867
H -1.954 -2.419 3.001
H -0.032 -3.025 3.755
H 1.341 -2.247 3.053
N 3.621 2.097 1.284
C 3.422 0.910 1.950
N 4.315 0.414 2.796
N 3.774 -0.742 3.205
N 2.633 -0.925 2.640
N 2.355 0.125 1.833
C 2.872 2.572 0.232
N 3.184 3.674 -0.435
N 2.204 3.790 -1.353
N 1.360 2.824 -1.240
N 1.761 2.015 -0.231
H 4.477 2.584 1.481
Se -3.774 1.137 6.545
Sb -3.404 0.107 4.378
Se -0.783 1.381 1.676
Se -0.696 0.611 3.820
Se -3.025 -2.328 4.834
N -1.715 1.243 -6.091
C -2.393 0.630 -5.072
O -3.533 0.233 -5.203
C -1.625 0.476 -3.790
C -2.330 0.329 -2.608
C -1.631 0.243 -1.416
N -0.295 0.292 -1.356
C 0.381 0.397 -2.505
C -0.239 0.492 -3.736
H -2.264 1.491 -6.896
H -0.925 1.825 -5.874
H -3.410 0.298 -2.615
H -2.137 0.138 -0.471
H 1.457 0.420 -2.417
H 0.374 0.562 -4.623
```

=====

# 4
Molecular formula: C19H45InO2PS2
Method: DFT, ωB97M-V with the def2-TZVPD basis set

Computed properties:
* molecular weight: 515.5 g/mol
* total charge: -1
* orbital gap: 5.36 eV

```
70
C19H45InO2PS2 ωB97M-V with the def2-TZVPD basis set
C 1.103 -4.095 2.544
C 0.922 -4.214 1.019
P -0.003 -2.806 0.198
C -1.190 -2.291 1.540
In 1.666 -0.955 -0.350
C 2.991 -0.309 1.357
C 3.452 -1.473 2.262
C 0.749 0.870 -1.273
C -0.739 1.120 -1.016
C -1.068 1.424 0.441
C -0.235 2.608 0.991
C -2.572 1.709 0.644
C -3.130 1.113 1.958
C -4.468 0.408 1.887
C -4.831 -0.615 1.100
C -6.118 -1.363 1.417
C -4.116 -1.082 -0.142
H 0.299 -4.614 3.067
H 2.032 -4.566 2.877
H 1.148 -3.056 2.858
H 0.351 -5.119 0.807
H 1.902 -4.305 0.554
H -1.912 -3.094 1.704
H -0.722 -2.019 2.486
H -1.759 -1.435 1.183
H 2.769 -1.643 -1.584
H 2.496 0.465 1.945
H 3.872 0.109 0.865
H 2.842 -1.492 3.166
H 3.340 -2.439 1.769
H 4.497 -1.373 2.568
H 0.946 0.830 -2.346
H 1.324 1.719 -0.891
H -1.136 1.926 -1.654
H -1.284 0.206 -1.280
H -0.754 0.554 1.026
H 0.660 2.255 1.502
H -0.802 3.182 1.725
H 0.076 3.261 0.175
H -2.678 2.794 0.715
H -3.161 1.406 -0.220
H -3.247 1.934 2.668
H -2.421 0.425 2.419
H -5.213 0.742 2.606
H -6.059 -2.385 1.047
H -6.956 -0.891 0.891
H -6.331 -1.351 2.480
H -4.527 -0.527 -0.992
H -4.330 -2.132 -0.328
H -3.046 -0.902 -0.136
C 3.835 -3.752 -4.056
S 4.689 -4.717 -2.801
O 4.121 -4.302 -1.504
C 6.270 -3.872 -2.970
H 2.801 -4.087 -4.079
H 3.869 -2.697 -3.783
H 4.303 -3.922 -5.028
H 6.130 -2.807 -2.785
H 6.671 -4.041 -3.970
H 6.948 -4.288 -2.227
C -0.161 8.303 -1.267
S -0.420 6.691 -0.506
O 0.921 6.145 -0.193
C -0.987 5.869 -2.001
H 0.241 8.967 -0.505
H 0.551 8.208 -2.087
H -1.114 8.692 -1.627
H -0.217 5.938 -2.769
H -1.914 6.332 -2.340
H -1.167 4.824 -1.753
```